No. 1
C21H28N5O8SeY as an isolated structure, computed with the ωB97M-V functional and the def2-TZVPD basis.

Structure (XYZ):
```
64
Properties=species:S:1:pos:R:3
Y 0.16 -0.54 -0.56
O 4.08 -0.53 -2.91
C 3.35 -0.43 -1.89
O 2.14 0.04 -1.85
C 3.79 -0.86 -0.53
N 2.83 -0.42 0.48
C 3.04 1.00 0.81
C 2.29 2.13 0.07
N 0.85 1.85 -0.31
C -0.01 2.43 0.76
C -0.01 1.64 2.11
N -0.53 0.33 1.97
C -0.08 -0.58 3.07
C -0.06 -2.04 2.73
N 0.70 -2.40 1.48
C 2.18 -2.59 1.71
C 2.99 -1.23 1.72
C 0.14 -3.71 0.94
C 0.12 -3.76 -0.61
O 0.05 -4.81 -1.24
O 0.31 -2.61 -1.18
C -2.00 0.32 1.87
C -2.53 -0.83 1.02
O -1.76 -1.09 0.02
O -3.57 -1.39 1.34
C 0.58 2.49 -1.63
C -0.66 1.87 -2.31
O -1.37 2.56 -3.06
O -0.83 0.62 -2.04
H 4.80 -0.49 -0.29
H 3.77 -1.94 -0.55
H 4.09 1.27 0.65
H 2.87 1.14 1.91
H 2.88 2.31 -0.81
H 2.37 3.06 0.67
H -1.06 2.44 0.37
H 0.26 3.49 0.92
H -0.58 2.24 2.89
H 0.99 1.65 2.51
H -0.66 -0.48 4.02
H 0.90 -0.18 3.47
H -1.08 -2.41 2.63
H 0.38 -2.60 3.60
H 2.49 -3.20 0.88
H 2.44 -3.14 2.67
H 4.07 -1.53 1.84
H 2.69 -0.59 2.58
H -0.92 -3.78 1.25
H 0.65 -4.56 1.30
H -2.37 1.29 1.47
H -2.49 0.19 2.86
H 1.43 2.24 -2.31
H 0.44 3.61 -1.57
Se -3.74 -1.76 -3.65
C -3.94 0.03 -3.32
C -3.85 0.93 -4.40
C -3.98 2.28 -4.17
N -4.35 2.69 -2.97
C -4.35 1.90 -1.91
C -4.24 0.56 -2.05
H -3.73 0.56 -5.41
H -3.78 3.03 -4.91
H -4.42 2.39 -0.94
H -4.17 -0.12 -1.21
```

orbital gap = 3.524 eV
LUMO level = 3.60 eV
net charge = -2
energy = -112457.529 eV


No. 2
C21H28N6O7Ru as an isolated structure, computed with the ωB97M-V functional and the def2-TZVPD basis.

Structure (XYZ):
```
63
Properties=species:S:1:pos:R:3
Ru 0.41 0.04 1.07
C 0.85 5.45 -2.87
O 2.06 5.37 -2.13
C 2.28 4.28 -1.38
C 3.48 4.30 -0.64
C 3.78 3.23 0.15
C 2.92 2.12 0.28
C 3.22 1.06 1.19
C 4.63 0.74 1.58
O 2.34 0.32 1.70
C 1.72 2.10 -0.50
O 0.92 1.07 -0.57
C 1.42 3.20 -1.32
H 0.85 6.42 -3.35
H -0.01 5.36 -2.21
H 0.81 4.67 -3.64
H 4.13 5.16 -0.72
H 4.70 3.26 0.73
H 5.30 1.59 1.52
H 4.99 0.00 0.86
H 4.66 0.30 2.57
H 0.51 3.15 -1.90
N 0.05 -0.42 3.06
C -1.32 0.05 3.42
C -1.40 0.38 4.91
C -2.70 1.00 5.43
C -3.96 0.18 5.17
N -4.24 0.24 3.74
C -5.14 -0.44 3.09
N -6.02 -1.23 3.72
N -5.15 -0.38 1.75
C -1.63 1.25 2.48
O -2.78 1.71 2.48
O -0.66 1.69 1.80
H 0.27 -1.35 3.38
H 0.71 0.21 3.51
H -2.02 -0.75 3.18
H -0.59 1.07 5.16
H -1.20 -0.54 5.46
H -2.84 1.99 4.99
H -2.60 1.15 6.51
H -4.79 0.59 5.74
H -3.81 -0.87 5.47
H -3.58 0.84 3.17
H -6.09 -1.20 4.72
H -6.72 -1.74 3.22
H -4.46 0.19 1.27
H -5.89 -0.78 1.21
O -1.37 -0.76 0.57
N -1.27 -1.98 0.14
N -0.09 -2.43 0.03
O 0.99 -1.73 0.36
C 0.12 -3.77 -0.46
C -0.94 -4.49 -0.99
C -0.70 -5.78 -1.44
C 0.57 -6.32 -1.38
C 1.62 -5.58 -0.86
C 1.40 -4.29 -0.40
H -1.93 -4.05 -1.05
H -1.52 -6.35 -1.86
H 0.75 -7.32 -1.74
H 2.61 -5.99 -0.82
H 2.21 -3.69 0.01
```

2S+1 = 2
orbital gap (spin up / spin down) = 7.828 / 7.185 eV
LUMO level (spin up / spin down) = -2.27 / -2.90 eV
net charge = +1
energy = -48080.184 eV


No. 3
C21H28N6O7Ru as an isolated structure, computed with the ωB97M-V functional and the def2-TZVPD basis.

Structure (XYZ):
```
63
Properties=species:S:1:pos:R:3
Ru -0.21 -0.17 0.00
C 6.59 -0.39 0.94
O 5.96 -0.37 2.22
C 4.62 -0.31 2.27
C 4.07 -0.31 3.57
C 2.72 -0.25 3.70
C 1.83 -0.20 2.60
C 0.42 -0.15 2.87
C -0.09 -0.09 4.28
O -0.49 -0.16 2.00
C 2.40 -0.21 1.29
O 1.74 -0.16 0.16
C 3.81 -0.27 1.16
H 7.65 -0.44 1.14
H 6.36 0.53 0.39
H 6.28 -1.26 0.37
H 4.73 -0.35 4.42
H 2.31 -0.24 4.70
H 0.38 0.70 4.85
H 0.11 -1.04 4.79
H -1.16 0.07 4.25
H 4.20 -0.27 0.16
N 0.12 -0.03 -2.07
C 0.51 1.37 -2.41
C -0.26 1.94 -3.61
C -1.78 1.75 -3.67
C -2.62 2.10 -2.43
N -2.22 3.31 -1.71
C -2.11 4.52 -2.23
N -1.28 5.39 -1.66
N -2.83 4.86 -3.30
C 0.37 2.31 -1.21
O 0.71 3.48 -1.35
O -0.21 1.85 -0.15
H 0.86 -0.67 -2.33
H -0.71 -0.31 -2.57
H 1.57 1.37 -2.66
H 0.15 1.50 -4.53
H -0.01 3.00 -3.65
H -2.04 0.72 -3.93
H -2.13 2.34 -4.52
H -2.57 1.31 -1.68
H -3.68 2.16 -2.71
H -1.75 3.16 -0.83
H -0.46 4.99 -1.20
H -1.25 6.35 -1.96
H -3.65 4.33 -3.55
H -2.71 5.76 -3.74
O -2.25 -0.36 -0.21
N -2.68 -1.51 0.19
N -1.78 -2.38 0.31
O -0.51 -2.14 -0.02
C -2.12 -3.72 0.73
C -3.45 -4.09 0.86
C -3.73 -5.38 1.27
C -2.70 -6.27 1.55
C -1.38 -5.88 1.42
C -1.08 -4.59 1.01
H -4.24 -3.39 0.64
H -4.76 -5.69 1.38
H -2.94 -7.28 1.87
H -0.58 -6.57 1.64
H -0.05 -4.26 0.90
```

2S+1 = 2
orbital gap (spin up / spin down) = 8.200 / 7.649 eV
LUMO level (spin up / spin down) = -2.13 / -2.81 eV
net charge = +1
energy = -48081.150 eV


No. 4
C21H29Br13ClN2O4 as an isolated structure, computed with the ωB97M-V functional and the def2-TZVPD basis.

Structure (XYZ):
```
70
Properties=species:S:1:pos:R:3
C 3.43 -3.62 1.52
C 4.38 -2.78 0.70
O 5.42 -2.39 1.16
N 3.94 -2.49 -0.63
C 4.36 -1.16 -1.09
C 3.82 -0.05 -0.18
C 2.42 -0.30 0.39
C 1.41 -0.90 -0.62
C 0.09 -0.19 -0.57
C 0.08 1.17 -0.82
C -1.08 1.91 -0.80
C -1.11 3.38 -1.09
C -1.15 4.16 0.23
C 0.22 4.15 0.92
Cl 0.29 2.89 2.20
C -2.26 1.25 -0.47
C -2.25 -0.10 -0.19
C -3.51 -0.83 0.20
C -4.73 0.05 0.23
O -4.90 0.94 0.96
Br -6.04 -0.33 -1.15
N -1.08 -0.80 -0.26
C -1.04 -2.26 -0.01
O -0.53 -2.51 1.25
O -1.63 -2.98 2.05
H 3.96 -4.43 2.01
H 2.89 -2.99 2.22
H 2.70 -4.07 0.85
H 4.24 -3.21 -1.28
H 4.10 -0.99 -2.13
H 5.45 -1.09 -1.05
H 3.90 0.91 -0.69
H 4.50 0.00 0.67
H 2.47 -0.88 1.30
H 2.03 0.67 0.70
H 1.79 -0.78 -1.63
H 1.37 -1.96 -0.44
H 1.02 1.67 -1.04
H -0.22 3.63 -1.67
H -1.99 3.58 -1.71
H -1.85 3.67 0.90
H -1.45 5.19 0.03
H 1.00 3.91 0.22
H 0.42 5.09 1.41
H -3.16 1.84 -0.45
H -3.69 -1.63 -0.52
H -3.40 -1.31 1.18
H -0.41 -2.72 -0.76
H -2.02 -2.71 -0.11
H -1.24 -2.99 2.93
C 5.32 -0.50 3.95
Br 5.36 -0.86 5.84
Br 3.82 0.62 3.48
Br 6.97 0.26 3.33
H 5.20 -1.44 3.44
C -3.99 0.42 4.73
Br -3.54 -0.26 6.47
Br -2.70 -0.13 3.41
Br -5.78 -0.08 4.22
H -3.95 1.50 4.78
C -5.20 1.42 -4.30
Br -5.65 2.72 -5.63
Br -5.38 -0.38 -4.96
Br -3.47 1.75 -3.52
H -5.92 1.53 -3.49
C -0.29 -0.27 -5.35
Br -0.53 -0.27 -3.43
Br -1.48 -1.52 -6.20
Br -0.45 1.49 -6.09
H 0.72 -0.61 -5.54
```

orbital gap = 8.235 eV
LUMO level = -3.63 eV
net charge = +1
energy = -956482.769 eV